# 1
11 unconnected molecules or ions with the total composition C39H105N2O30P7 in a non-equilibrium geometry. Source: OMol25; level of theory: ωB97M-V with the def2-TZVPD basis set.

Results
SMILES = COP(=O)(OC)OC.COP(=O)(OC)OC.COP(=O)(OC)OC.COP(=O)(OC)OC.COP(=O)(OC)OC.COP(=O)(OC)OC.COP(=O)(OC)OC.CNC(C)=O.CNC(C)=O.CCCCCC.CCCCCC
HOMO-LUMO gap = 9.591 eV
total energy = -6305.5169 a.u.
E_LUMO = 0.15 eV
highest occupied orbital energy = -9.4429 eV

```
! RIJCOSX wB97M-V def2-TZVPD def2/J DEFGRID3
* xyz 0 1
C 9.407 24.430 15.989
C 8.297 25.500 16.100
C 6.870 24.887 16.017
C 6.002 25.664 14.991
C 6.522 25.504 13.570
C 5.933 26.222 12.421
H 10.406 24.854 15.884
H 9.381 23.780 15.115
H 9.615 23.809 16.861
H 8.404 26.082 17.016
H 8.436 26.364 15.450
H 6.390 24.994 16.989
H 6.751 23.811 15.883
H 4.933 25.457 15.052
H 6.019 26.738 15.176
H 7.605 25.606 13.628
H 6.313 24.471 13.292
H 4.862 26.321 12.596
H 6.412 27.200 12.477
H 6.005 25.727 11.453
C -3.729 26.478 8.973
C -2.559 25.460 9.294
C -1.370 25.569 8.312
C -0.277 24.538 8.686
C 0.944 24.523 7.812
C 0.919 23.710 6.458
H -3.490 27.533 9.108
H -4.471 26.201 9.721
H -4.129 26.363 7.966
H -2.231 25.602 10.324
H -2.987 24.458 9.321
H -1.043 26.601 8.434
H -1.625 25.475 7.256
H -0.046 24.880 9.695
H -0.762 23.567 8.783
H 1.250 25.555 7.643
H 1.743 24.038 8.373
H 0.576 22.701 6.688
H 0.316 24.166 5.672
H 1.967 23.788 6.168
C -3.528 31.391 5.515
C -2.929 30.135 4.931
O -1.799 29.817 5.282
N -3.678 29.343 4.148
C -3.117 28.111 3.588
H -4.588 31.577 5.344
H -2.890 32.213 5.192
H -3.402 31.438 6.597
H -4.637 29.581 3.938
H -2.848 28.063 2.533
H -3.970 27.436 3.517
H -2.369 27.583 4.180
C 2.424 16.624 2.939
C 2.384 17.852 2.127
O 1.339 18.504 2.116
N 3.526 18.258 1.513
C 3.746 19.586 1.104
H 1.633 16.542 3.685
H 3.347 16.653 3.517
H 2.642 15.717 2.375
H 4.229 17.540 1.410
H 4.004 20.324 1.864
H 2.822 19.886 0.612
H 4.555 19.565 0.374
C -6.670 35.321 10.654
O -5.925 35.839 11.786
P -4.442 35.484 12.177
O -4.048 35.837 13.592
O -4.461 33.863 11.793
C -3.459 32.948 12.156
O -3.517 35.987 10.965
C -2.252 36.610 11.228
H -6.075 34.747 9.944
H -7.190 36.125 10.133
H -7.392 34.621 11.073
H -3.117 32.507 11.220
H -3.973 32.058 12.519
H -2.825 33.336 12.954
H -1.577 36.548 10.374
H -1.913 36.203 12.180
H -2.245 37.700 11.199
C -4.284 19.557 5.840
O -5.134 19.684 6.968
P -6.751 19.460 6.820
O -7.534 20.448 5.985
O -7.272 19.450 8.373
C -7.115 20.560 9.161
O -7.032 17.880 6.340
C -8.016 17.458 5.439
H -3.414 20.172 6.069
H -4.813 19.987 4.990
H -4.025 18.500 5.779
H -8.023 20.774 9.724
H -6.840 21.455 8.602
H -6.231 20.520 9.799
H -8.455 18.344 4.981
H -8.814 16.826 5.829
H -7.616 16.890 4.599
C 0.501 24.672 -1.492
O 0.783 25.458 -2.700
P 1.165 24.689 -4.052
O 1.867 23.384 -3.859
O 2.047 25.816 -4.821
C 3.390 26.171 -4.327
O -0.183 24.609 -4.961
C -1.486 24.075 -4.490
H 1.295 24.889 -0.778
H 0.557 23.608 -1.722
H -0.482 24.966 -1.124
H 3.599 25.479 -3.512
H 3.537 27.188 -3.965
H 4.090 25.970 -5.138
H -1.967 23.498 -5.280
H -2.223 24.846 -4.269
H -1.392 23.583 -3.521
C 10.170 15.436 5.349
O 10.221 16.801 4.838
P 9.419 17.338 3.542
O 8.185 16.586 3.318
O 9.260 18.922 3.862
C 8.347 19.266 4.896
O 10.588 17.400 2.372
C 11.955 17.276 2.866
H 11.070 14.832 5.469
H 9.472 14.788 4.820
H 9.770 15.558 6.355
H 8.140 18.513 5.656
H 7.421 19.543 4.392
H 8.754 20.096 5.474
H 12.033 16.207 3.065
H 12.167 17.925 3.715
H 12.767 17.355 2.144
C -10.343 30.292 8.736
O -11.291 31.268 9.298
P -12.887 31.189 8.898
O -13.656 32.400 9.368
O -12.919 30.802 7.275
C -14.035 30.121 6.664
O -13.372 29.707 9.531
C -13.821 29.641 10.941
H -10.879 29.751 7.957
H -9.987 29.579 9.479
H -9.440 30.692 8.275
H -13.936 29.035 6.648
H -14.127 30.423 5.621
H -14.972 30.343 7.175
H -13.575 28.683 11.399
H -14.882 29.691 11.184
H -13.249 30.343 11.547
C -5.193 25.981 15.076
O -6.452 26.042 15.693
P -7.794 26.647 14.928
O -7.596 27.992 14.218
O -8.072 25.473 13.842
C -9.193 25.507 13.070
O -9.118 26.401 15.962
C -8.888 26.033 17.283
H -4.566 26.866 14.968
H -5.241 25.371 14.174
H -4.560 25.465 15.798
H -9.370 26.393 12.460
H -9.998 25.488 13.805
H -9.287 24.628 12.433
H -7.959 26.352 17.754
H -8.985 24.961 17.452
H -9.685 26.512 17.852
C 6.879 26.986 4.470
O 7.028 27.332 3.117
P 6.151 26.663 1.986
O 6.363 27.414 0.757
O 6.389 25.072 1.834
C 7.104 24.585 0.676
O 4.590 26.709 2.609
C 3.912 27.934 2.651
H 6.439 25.994 4.571
H 6.296 27.786 4.928
H 7.862 26.924 4.936
H 7.613 25.363 0.108
H 6.587 23.998 -0.083
H 7.992 24.031 0.979
H 3.747 28.276 3.673
H 2.909 27.725 2.279
H 4.596 28.727 2.350
*
```

---

# 2
14 unconnected molecules or ions with the total composition C39H106O14 in a non-equilibrium geometry. Source: OMol25; level of theory: ωB97M-V with the def2-TZVPD basis set.

Results
energy above the lowest of the compared OMol25 structures with the same formula, charge and spin = 73.5 kcal/mol
HOMO-LUMO gap = 9.875 eV
total energy = -2602.7302 a.u.
E_LUMO = 0.31 eV
highest occupied orbital energy = -9.5659 eV

```
! RIJCOSX wB97M-V def2-TZVPD def2/J DEFGRID3
* xyz 0 1
O 22.664 9.003 -17.907
H 23.373 9.588 -17.642
H 22.991 8.571 -18.696
C 20.919 9.973 -23.212
C 22.251 9.608 -24.012
C 22.890 10.808 -24.721
O 23.234 9.032 -23.212
H 20.547 9.219 -22.518
H 20.050 10.043 -23.866
H 21.083 10.975 -22.816
H 21.973 8.840 -24.734
H 23.885 10.516 -25.056
H 23.049 11.603 -23.993
H 22.376 11.230 -25.585
H 24.057 9.010 -23.706
C 18.770 5.566 -17.122
C 18.680 4.953 -15.692
C 17.282 4.581 -15.244
O 19.354 3.708 -15.841
H 19.762 5.511 -17.569
H 18.526 6.628 -17.081
H 18.037 5.210 -17.847
H 19.291 5.539 -15.007
H 16.762 5.525 -15.081
H 17.279 4.214 -14.218
H 16.768 3.940 -15.961
H 19.649 3.402 -14.980
C 16.782 8.892 -15.390
C 15.760 9.850 -14.652
C 16.172 10.302 -13.182
O 15.494 10.996 -15.372
H 17.374 8.366 -14.641
H 17.414 9.535 -16.003
H 16.247 8.166 -16.002
H 14.823 9.299 -14.557
H 15.788 9.643 -12.403
H 15.858 11.316 -12.936
H 17.254 10.250 -13.059
H 14.832 10.809 -16.042
C 25.091 7.497 -20.651
C 23.567 7.218 -20.640
C 23.127 6.244 -19.476
O 22.892 8.492 -20.560
H 25.347 8.158 -21.479
H 25.514 6.508 -20.824
H 25.387 7.984 -19.721
H 23.257 6.754 -21.576
H 23.540 5.236 -19.530
H 22.044 6.150 -19.387
H 23.458 6.622 -18.509
H 23.018 8.882 -21.428
C 15.473 11.543 -18.788
C 14.394 10.461 -18.959
C 15.060 9.188 -19.482
O 13.803 10.138 -17.703
H 16.136 11.562 -19.653
H 16.271 11.293 -18.089
H 15.000 12.492 -18.534
H 13.655 10.820 -19.675
H 15.669 9.423 -20.356
H 14.282 8.470 -19.740
H 15.819 8.783 -18.812
H 12.957 9.729 -17.900
C 16.618 6.444 -21.533
C 16.914 5.061 -20.929
C 15.963 4.575 -19.816
O 16.895 4.099 -21.983
H 15.546 6.507 -21.720
H 17.150 6.450 -22.485
H 16.836 7.292 -20.884
H 17.942 5.048 -20.565
H 15.777 5.272 -18.999
H 16.410 3.677 -19.389
H 14.937 4.389 -20.132
H 16.361 3.366 -21.668
C 21.415 15.318 -17.241
C 21.084 13.883 -17.143
C 19.759 13.662 -16.357
O 20.991 13.411 -18.458
H 20.841 15.859 -17.994
H 22.434 15.370 -17.624
H 21.389 15.814 -16.270
H 21.845 13.251 -16.685
H 19.543 12.594 -16.315
H 18.956 14.262 -16.784
H 19.899 14.074 -15.358
H 20.704 12.496 -18.416
C 17.001 15.212 -19.405
C 17.717 16.405 -20.096
C 19.202 16.139 -20.437
O 17.083 16.662 -21.317
H 16.817 14.438 -20.150
H 16.068 15.614 -19.011
H 17.690 14.861 -18.637
H 17.633 17.234 -19.394
H 19.285 15.380 -21.214
H 19.815 15.710 -19.644
H 19.782 16.968 -20.843
H 16.134 16.570 -21.207
C 24.595 13.722 -18.521
C 24.015 13.641 -19.972
C 23.588 12.279 -20.459
O 22.986 14.589 -20.112
H 25.588 13.273 -18.555
H 23.994 13.188 -17.785
H 25.005 14.632 -18.084
H 24.834 13.908 -20.640
H 24.444 11.604 -20.483
H 23.158 12.217 -21.459
H 22.808 11.796 -19.870
H 22.259 14.384 -19.520
C 22.250 10.452 -14.690
C 21.850 8.997 -14.362
C 20.343 8.723 -14.499
O 22.553 8.097 -15.220
H 21.846 10.739 -15.661
H 23.332 10.528 -14.795
H 21.744 11.097 -13.973
H 22.134 8.899 -13.314
H 19.883 8.772 -15.486
H 19.837 9.449 -13.862
H 20.108 7.692 -14.234
H 22.332 8.306 -16.131
C 16.111 13.426 -23.585
C 15.214 12.219 -23.979
C 14.760 11.599 -22.649
O 13.972 12.485 -24.582
H 15.596 14.151 -22.954
H 16.483 13.921 -24.483
H 16.994 13.041 -23.076
H 15.774 11.459 -24.524
H 13.850 12.103 -22.324
H 15.529 11.658 -21.879
H 14.604 10.520 -22.659
H 13.384 11.727 -24.547
C 19.833 13.448 -25.427
C 19.987 14.439 -24.320
C 21.122 14.366 -23.282
O 20.091 15.666 -24.996
H 19.649 12.480 -24.959
H 20.775 13.386 -25.972
H 19.114 13.785 -26.173
H 19.032 14.414 -23.794
H 21.945 13.790 -23.706
H 20.820 13.797 -22.403
H 21.504 15.307 -22.887
H 20.932 15.681 -25.459
C 19.084 9.121 -19.203
C 19.788 10.484 -19.523
C 18.882 11.584 -19.985
O 20.536 10.908 -18.452
H 18.949 8.638 -20.171
H 18.196 9.211 -18.579
H 19.723 8.420 -18.666
H 20.538 10.328 -20.298
H 17.950 11.229 -20.424
H 19.510 12.216 -20.613
H 18.596 12.241 -19.163
H 21.120 10.181 -18.222
*
```

---

The lowest total energy belongs to which entry?
C39H105N2O30P7

---

Among the records above, which one has the lowest E_LUMO?
C39H105N2O30P7

---

The highest highest occupied orbital energy belongs to which entry?
C39H105N2O30P7

---

Number 2 is which compound?
C39H106O14